A molecular structure, C17H21NO4PtS, computed with ωB97M-V with the def2-TZVPD basis set.

Structure (ORCA input):
```
! RIJCOSX wB97M-V def2-TZVPD def2/J DEFGRID3
* xyz 0 3
Pt 1.00155 0.66862 -0.68509
C 2.37634 4.03507 0.00757
C 1.89604 2.76934 0.64790
C 2.79413 1.76720 1.00530
C 2.34748 0.54956 1.54032
C 3.32235 -0.54518 1.86822
C 0.97239 0.38070 1.83310
C 0.04148 1.36300 1.50123
C -1.41251 1.18499 1.83639
C 0.51626 2.51619 0.81836
H 2.72344 3.82102 -1.00621
H 3.22122 4.44122 0.56381
H 1.59045 4.78655 -0.03419
H 3.85137 1.90584 0.81885
H 3.27669 -1.33328 1.11501
H 3.08452 -0.99900 2.82969
H 4.34148 -0.16618 1.89852
H 0.64474 -0.52848 2.32326
H -1.88219 0.43580 1.19427
H -1.95807 2.12408 1.75607
H -1.51400 0.81450 2.85613
H -0.19309 3.28092 0.52498
C 1.00314 1.03396 -3.75415
C 1.79431 1.27095 -2.48657
O 2.84963 1.83977 -2.48896
H 1.59206 1.33095 -4.62045
H 0.09053 1.63334 -3.71454
H 0.71673 -0.01578 -3.83214
N -1.16530 0.27871 -1.41051
C -1.67306 -1.01351 -0.94057
C -3.02785 -1.30291 -1.01469
C -3.50993 -2.47901 -0.45911
C -2.63300 -3.36026 0.16499
C -1.27283 -3.09601 0.18733
C -0.79611 -1.91476 -0.36142
S -3.26625 -4.81057 1.03040
O -2.19143 -5.77817 0.91581
O -4.48237 -5.14107 0.31452
O -3.46674 -4.27849 2.37043
H -1.25757 0.37471 -2.41645
H -1.74309 1.01179 -1.00780
H -3.70700 -0.59852 -1.48594
H -4.56208 -2.72905 -0.49348
H -0.60697 -3.82030 0.63865
H 0.27309 -1.70826 -0.34886
*
```

Computed properties:
HOMO-LUMO gap (spin up / spin down) = 0.2515 / 0.1650 Eh
HOMO energy (spin up / spin down) = -7.6 / -7.6 eV
E_LUMO (spin up / spin down) = -0.78 / -3.13 eV
Energy above the lowest of the compared OMol25 structures with the same formula, charge and spin = 0.000 eV

What are the Mulliken partial charges on each atom? They are as follows, in elementary charge units:
1 Pt 0.82
2 C -1.50
3 C 0.97
4 C -0.84
5 C 0.98
6 C -1.52
7 C -0.88
8 C 0.81
9 C -1.49
10 C -0.87
11 H 0.25
12 H 0.39
13 H 0.41
14 H 0.41
15 H 0.29
16 H 0.41
17 H 0.40
18 H 0.48
19 H 0.21
20 H 0.39
21 H 0.43
22 H 0.40
23 C -1.26
24 C 0.79
25 O -0.51
26 H 0.37
27 H 0.27
28 H 0.33
29 N -0.50
30 C 0.02
31 C -0.36
32 C -0.65
33 C -0.06
34 C -1.21
35 C 0.12
36 S 1.27
37 O -0.69
38 O -0.68
39 O -0.67
40 H 0.35
41 H 0.36
42 H 0.39
43 H 0.46
44 H 0.46
45 H 0.47